{
  "formula": "C16H26Cl2O2Os",
  "method": "ωB97M-V/def2-TZVPD",
  "e_homo_ev": [2.023, 0.215],
  "total_charge": -2,
  "s2": 6.032,
  "orbital_gap_ev": [3.023, 4.815],
  "multiplicity": 5,
  "symbols": ["C", "C", "C", "C", "C", "C", "C", "C", "C", "C", "Os", "Cl", "Cl", "O", "H", "H", "H", "H", "H", "H", "H", "H", "H", "H", "H", "H", "H", "H", "H", "H", "O", "H", "C", "C", "C", "C", "C", "C", "H", "H", "H", "H", "H", "H", "H", "H", "H"],
  "xyz": [[-0.70773, 0.86534, -2.07962], [-1.55472, -0.29381, -1.94969], [-0.75327, -1.38510, -1.59634], [-3.00361, -0.33716, -2.23641], [0.64002, -0.94979, -1.57077], [0.68716, 0.45134, -1.96932], [1.87781, 1.11524, -2.57684], [-1.22839, 2.16949, -2.54185], [-1.24249, -2.75327, -1.36727], [1.78379, -1.89094, -1.64145], [0.33008, 0.48077, 0.16735], [-1.96097, 0.22832, 0.97580], [0.11191, 2.63638, 0.76452], [2.24329, 0.14866, 0.38344], [-3.49249, 0.61408, -2.03829], [-3.50146, -1.12797, -1.68010], [-3.17718, -0.55943, -3.29536], [-2.08340, -2.74749, -0.66464], [-0.45718, -3.39314, -0.96229], [-1.61246, -3.23006, -2.28398], [1.58851, -2.77281, -1.02257], [2.67869, -1.37447, -1.28375], [1.95945, -2.23944, -2.67682], [2.78096, 0.63843, -2.20268], [1.92422, 2.17244, -2.31189], [1.87039, 0.99879, -3.67506], [-2.12062, 2.46909, -1.95962], [-1.54082, 2.10891, -3.59917], [-0.46039, 2.95677, -2.44156], [2.38744, -0.50020, 1.11532], [2.07497, 2.93924, -0.21776], [2.89457, 3.53025, -0.03507], [1.27567, -0.77284, 5.42149], [0.08316, -0.09746, 4.75224], [-1.20428, -0.78048, 5.21793], [0.05788, 1.37471, 5.18600], [0.21111, -0.20308, 3.28087], [0.32390, -0.04600, 2.06485], [1.12962, -0.65916, 6.50212], [2.21126, -0.28508, 5.12115], [1.32427, -1.83656, 5.16624], [-1.25160, -0.67910, 6.30980], [-2.08088, -0.30224, 4.76570], [-1.18437, -1.84345, 4.95344], [0.97677, 1.88380, 4.86917], [-0.80532, 1.90526, 4.76526], [-0.00517, 1.37442, 6.28020]]
}

{
  "formula": "C16H26CrF6N3O19Ti",
  "method": "ωB97M-V/def2-TZVPD",
  "e_homo_ev": [-3.328, -4.974],
  "total_charge": -1,
  "s2": 20.003,
  "orbital_gap_ev": [5.174, 6.760],
  "multiplicity": 9,
  "symbols": ["Cr", "Ti", "N", "O", "O", "O", "N", "O", "O", "O", "N", "O", "O", "O", "C", "C", "O", "C", "O", "O", "C", "H", "H", "H", "H", "H", "H", "H", "H", "C", "C", "O", "C", "O", "O", "C", "H", "H", "H", "H", "H", "H", "H", "H", "C", "C", "O", "C", "O", "C", "F", "F", "F", "H", "H", "H", "H", "H", "C", "C", "O", "C", "O", "C", "F", "F", "F", "H", "H", "H", "H", "H"],
  "xyz": [[-0.79646, -2.51305, -3.65839], [-2.63108, -2.47501, 0.59573], [-0.59763, -4.87505, -1.26565], [-0.54022, -3.83582, -1.89381], [-1.41582, -5.01473, -0.38299], [0.18911, -5.77214, -1.51630], [-0.04184, -0.75861, -0.93167], [0.91907, -0.18578, -0.52014], [-0.13637, -0.99555, -2.11621], [-0.95119, -1.06759, -0.17515], [2.25249, -3.58893, -3.85297], [3.21016, -3.45356, -4.61956], [1.29159, -2.79505, -3.90673], [2.26234, -4.64131, -3.19066], [2.71167, -2.91892, 2.07095], [1.27641, -3.25170, 1.82495], [0.83159, -3.78327, 2.96066], [-0.47244, -3.58124, 3.29090], [-1.35733, -3.11803, 2.53217], [-0.70061, -4.10133, 4.45821], [-1.94251, -3.89329, 5.15919], [3.36869, -3.76155, 1.85553], [2.97076, -2.61506, 3.08518], [3.07629, -2.14079, 1.40038], [1.31191, -4.00293, 1.03596], [0.77166, -2.34661, 1.48709], [-2.66856, -3.35423, 4.55061], [-1.83326, -3.37113, 6.10972], [-2.48127, -4.80819, 5.40577], [-6.85994, 2.07633, 0.08275], [-5.78127, 1.08371, 0.72608], [-4.69510, 1.81087, 1.09626], [-3.63106, 1.13484, 1.43480], [-3.63703, -0.09873, 1.35643], [-2.68852, 2.00270, 1.78358], [-1.36892, 1.63724, 2.05772], [-6.93037, 2.79359, 0.90048], [-7.86983, 1.67341, 0.15933], [-6.73148, 2.34290, -0.96632], [-5.53299, 0.36680, -0.05655], [-6.27211, 0.65175, 1.59819], [-1.29073, 1.48058, 3.13357], [-0.60137, 2.37048, 1.81010], [-1.14640, 0.73490, 1.48819], [4.37961, 0.94837, 0.33821], [5.04437, 1.41089, -0.98498], [4.98477, 2.79999, -1.23942], [5.87270, 3.67495, -0.56704], [6.68348, 3.46016, 0.32405], [5.58028, 5.12140, -1.05728], [4.74968, 5.19162, -2.09181], [5.02762, 5.83242, -0.06733], [6.74213, 5.66564, -1.38570], [3.31306, 0.81545, 0.15681], [4.41408, 1.78706, 1.03356], [4.89499, 0.04386, 0.66125], [4.47428, 0.80847, -1.69222], [6.09409, 1.11730, -0.98625], [-2.98091, 1.31118, -2.01460], [-2.43278, 2.74764, -1.92171], [-1.08004, 2.92760, -1.60740], [-0.06566, 2.56003, -2.49026], [-0.32323, 2.23005, -3.59970], [1.31929, 2.71600, -1.92799], [2.07418, 1.66372, -2.26396], [1.95844, 3.88224, -2.21547], [1.27664, 2.71302, -0.55706], [-3.14143, 1.20664, -3.08764], [-3.91156, 1.23406, -1.45243], [-2.29775, 0.59414, -1.55935], [-2.92441, 3.39606, -1.19648], [-2.56593, 3.09893, -2.94492]]
}

{
  "formula": "C16H26F2KNO4S2Si",
  "method": "ωB97M-V/def2-TZVPD",
  "e_homo_ev": -8.565,
  "total_charge": 0,
  "orbital_gap_ev": 7.055,
  "symbols": ["C", "C", "C", "C", "C", "S", "O", "O", "N", "S", "O", "O", "C", "F", "F", "C", "C", "Si", "C", "C", "C", "C", "C", "C", "C", "C", "H", "H", "H", "H", "H", "H", "H", "H", "H", "H", "H", "H", "H", "H", "H", "H", "H", "H", "H", "H", "H", "H", "H", "H", "H", "H", "K"],
  "xyz": [[-4.08906, 0.07339, -2.70827], [-2.77895, -0.82736, -2.22606], [-1.51940, -0.70379, -3.29745], [-0.14440, -0.90233, -2.43891], [0.86131, 0.36170, -2.48797], [0.82051, -2.36750, -2.98434], [-0.02825, -3.54649, -3.15483], [1.33430, -1.98521, -4.31637], [2.15989, -2.55827, -1.99676], [1.88326, -3.57835, -0.68831], [3.14680, -3.67151, 0.06241], [1.54357, -4.94134, -1.10352], [0.65029, -2.94979, 0.55979], [-0.61967, -3.22407, 0.05743], [0.77308, -3.72107, 1.71825], [0.84666, -1.44212, 0.99157], [-0.52711, -0.76690, 1.37623], [-0.46664, 1.11937, 1.65150], [-1.86078, 1.51331, 2.92136], [-0.93417, 2.12448, 0.07778], [1.18543, 1.69410, 2.37676], [2.49224, 1.40696, 1.78074], [3.71421, 1.84979, 2.42421], [3.70723, 2.60413, 3.67685], [2.38977, 2.90809, 4.24287], [1.14972, 2.48019, 3.62268], [-4.60310, 0.49578, -1.74223], [-4.84583, -0.53822, -3.25083], [-3.75676, 1.01902, -3.31826], [-3.10984, -1.89194, -2.10278], [-2.49226, -0.39787, -1.17540], [-1.51852, 0.38726, -3.65410], [-1.65239, -1.45427, -4.10882], [-0.46485, -1.11581, -1.38967], [1.14993, 0.58151, -1.41946], [0.42203, 1.31489, -2.94304], [1.83489, 0.12025, -2.99568], [1.34625, -0.93072, 0.12601], [1.52963, -1.45481, 1.87300], [-0.87406, -1.25271, 2.33124], [-1.34624, -0.96021, 0.62436], [-2.82941, 1.11128, 2.50695], [-1.62068, 1.01447, 3.89002], [-1.96552, 2.62508, 2.98592], [-1.22723, 3.16188, 0.41249], [-0.00020, 2.25721, -0.58458], [-1.83579, 1.65170, -0.44410], [2.52488, 0.83943, 0.82185], [4.71221, 1.61869, 1.97818], [4.63798, 2.93440, 4.19193], [2.37102, 3.50036, 5.18367], [0.18955, 2.75489, 4.11724], [-2.26554, 1.65906, -2.05155]]
}

{
  "formula": "C16H26F3N5O4PS",
  "method": "ωB97M-V/def2-TZVPD",
  "e_homo_ev": -12.234,
  "total_charge": 1,
  "orbital_gap_ev": 6.805,
  "symbols": ["H", "N", "C", "N", "N", "C", "C", "C", "C", "O", "C", "O", "C", "C", "C", "P", "C", "C", "C", "N", "C", "N", "C", "C", "S", "O", "O", "C", "F", "F", "F", "H", "H", "H", "H", "H", "H", "H", "H", "H", "H", "H", "H", "H", "H", "H", "H", "H", "H", "H", "H", "H", "H", "H", "H", "H"],
  "xyz": [[-2.30911, 2.70917, 1.36038], [-2.16584, 3.44321, 0.65625], [-2.07141, 2.86463, -0.52839], [-1.81279, 3.64212, -1.77397], [-2.18523, 1.36179, -0.60216], [-3.60746, 0.94224, -0.33961], [-3.84504, 0.16815, 1.05188], [-2.80718, 0.51884, 2.22394], [-2.66128, -0.71649, 3.26370], [-1.96674, -1.86191, 2.68546], [-0.58133, -1.61607, 2.56389], [0.15813, -1.50465, 3.58786], [0.08613, -1.43306, 1.12283], [0.51827, -0.01379, 0.60487], [1.48588, 0.10156, -0.64715], [2.59495, 1.66177, -0.69350], [2.87569, 2.02467, 1.19045], [4.31353, 1.25843, -1.40730], [5.43840, 2.40321, -1.07746], [1.52422, -0.96998, -1.62128], [1.94668, -0.63438, -3.03507], [1.04258, 0.38363, -3.68975], [1.09198, -2.30622, -1.24925], [0.44033, -2.63007, 0.14181], [0.02315, -4.36460, 0.67469], [0.56306, -4.66997, 2.06553], [0.67237, -5.38572, -0.25119], [-1.83999, -4.67058, 0.78291], [-2.17172, -4.87460, 2.15110], [-2.22554, -5.84288, 0.10040], [-2.45659, -3.48868, 0.24605], [-0.79379, 3.82933, -1.84428], [-2.07132, 3.08277, -2.60117], [-2.02773, 1.15544, -1.61219], [-4.31623, 1.83787, -0.46727], [-3.88866, 0.20587, -1.19139], [-4.89151, 0.49517, 1.42953], [-3.84210, -0.95969, 0.87063], [-1.74148, 0.75695, 1.86958], [-3.19380, 1.40402, 2.85576], [-3.70792, -1.04752, 3.58075], [-2.03560, -0.36476, 4.16227], [0.18990, 0.96837, 1.09491], [3.14026, 0.99608, 1.65817], [1.84227, 2.29205, 1.61764], [3.67377, 2.81708, 1.37149], [4.21353, 1.28057, -2.56271], [4.75916, 0.25694, -1.07660], [6.43651, 1.88043, -0.89242], [5.17494, 3.04004, -0.16718], [5.53401, 3.14033, -1.96346], [1.75657, -1.60451, -3.64489], [3.04589, -0.39421, -3.15201], [0.05869, 0.25612, -3.40007], [1.36999, 1.34290, -3.51213], [1.24656, -3.16746, -1.98085]]
}

Question: Which formula does entry 3 have?
Answer: C16H26F2KNO4S2Si